No. 1
Here is 10 unconnected molecules or ions with the total composition C55H77BN11O2 from the OMol25 dataset. Energies are from ωB97M-V/def2-TZVPD.

Each line ends with the Mulliken charge.
Positions of all 146 atoms, in Å:
C -2.87 3.41 -0.98  -0.898
N -2.16 2.06 -0.78  0.108
C -0.72 2.36 -1.24  -0.875
B -2.03 1.86 0.72  0.444
O -2.30 3.06 1.59  -0.714
C -1.55 0.45 1.47  1.650
C -0.03 0.79 2.09  -1.685
C 0.49 -0.31 3.18  0.601
C 2.13 -0.47 2.92  0.583
C 3.12 0.80 2.51  -0.496
C 4.72 0.62 2.20  -0.439
C 5.34 -0.91 2.31  -0.456
C 4.37 -2.18 2.75  -0.208
C 2.74 -2.01 3.06  -0.622
C -2.60 0.18 2.69  -1.185
C -3.33 -1.31 2.58  1.047
C -4.73 -1.16 3.48  -1.180
C -2.48 -2.52 3.28  -1.229
N -3.78 -1.57 1.16  0.598
O -4.72 -2.53 1.07  -0.589
C -2.64 -1.75 0.19  1.539
C -2.15 -3.32 -0.01  -0.959
C -3.25 -1.31 -1.31  -1.207
C -1.33 -0.81 0.44  -1.166
H -3.90 3.48 -0.43  0.271
H -2.17 4.33 -0.68  0.326
H -3.06 3.54 -2.14  0.144
H -0.69 3.33 -1.95  0.390
H -0.06 2.66 -0.30  0.111
H -0.24 1.46 -1.84  0.207
H -1.93 2.88 2.52  0.352
H 0.69 0.77 1.13  0.409
H 0.00 1.87 2.58  0.089
H 0.04 -1.38 2.96  -0.395
H 0.28 0.02 4.31  0.293
H 2.56 1.85 2.44  0.251
H 5.34 1.57 1.88  0.397
H 6.49 -1.08 2.07  0.282
H 4.83 -3.25 2.82  0.175
H 2.10 -2.94 3.35  0.283
H -2.15 0.37 3.78  0.301
H -3.49 0.96 2.59  0.317
H -5.53 -0.68 2.75  0.326
H -4.55 -0.44 4.38  0.269
H -5.09 -2.24 3.83  0.273
H -1.54 -2.88 2.69  0.143
H -2.08 -2.11 4.32  0.301
H -3.19 -3.44 3.57  0.353
H -2.64 -4.07 0.74  0.241
H -0.97 -3.42 0.17  0.249
H -2.32 -3.71 -1.12  0.125
H -4.03 -0.44 -1.24  0.146
H -3.86 -2.27 -1.67  0.422
H -2.41 -1.15 -2.11  0.187
H -1.04 -0.33 -0.62  -0.241
H -0.36 -1.42 0.77  0.297
N 3.50 3.96 -2.18  0.078
C 3.04 3.92 -0.89  -0.567
C 2.40 5.11 -0.62  -0.610
C 2.47 5.90 -1.80  -0.359
C 3.15 5.16 -2.75  -0.721
H 4.01 3.22 -2.65  0.192
H 3.21 3.05 -0.27  0.611
H 1.94 5.38 0.31  0.439
H 2.07 6.89 -1.94  0.486
H 3.42 5.39 -3.77  0.434
N -1.75 -2.20 -4.93  0.175
C -1.24 -3.43 -4.60  -1.049
C -2.24 -4.37 -4.77  0.069
C -3.39 -3.68 -5.22  0.156
C -3.06 -2.35 -5.31  -1.064
H -1.24 -1.33 -4.89  0.195
H -0.21 -3.53 -4.27  0.422
H -2.14 -5.43 -4.59  0.384
H -4.35 -4.11 -5.45  0.341
H -3.64 -1.49 -5.62  0.371
N 5.28 10.41 -4.21  0.036
C 5.54 9.57 -3.15  -0.811
C 4.80 8.42 -3.33  0.002
C 4.08 8.57 -4.54  -0.167
C 4.39 9.80 -5.06  -0.697
H 5.67 11.33 -4.33  0.195
H 6.22 9.86 -2.37  0.357
H 4.79 7.56 -2.67  0.397
H 3.40 7.85 -4.98  0.339
H 4.06 10.30 -5.96  0.358
N -5.73 -7.82 -4.35  0.004
C -6.34 -8.06 -3.15  -0.400
C -5.93 -7.09 -2.26  -0.941
C -5.04 -6.23 -2.95  0.330
C -4.93 -6.70 -4.24  -0.753
H -5.84 -8.37 -5.19  0.189
H -7.02 -8.89 -3.03  0.367
H -6.24 -7.01 -1.23  0.387
H -4.53 -5.36 -2.55  0.540
H -4.36 -6.34 -5.09  0.300
N 4.70 -0.65 -1.12  0.204
C 5.43 0.28 -1.81  -0.402
C 5.33 0.00 -3.15  -0.683
C 4.49 -1.14 -3.28  -0.461
C 4.12 -1.52 -2.01  -0.588
H 4.60 -0.70 -0.11  0.179
H 5.97 1.06 -1.28  0.457
H 5.80 0.55 -3.95  0.418
H 4.20 -1.63 -4.20  0.417
H 3.49 -2.33 -1.66  0.447
N -1.57 2.18 -6.36  0.030
C -2.81 1.99 -5.81  -0.499
C -3.63 1.49 -6.80  -0.428
C -2.86 1.37 -7.97  -0.390
C -1.59 1.80 -7.67  -0.571
H -0.76 2.54 -5.86  0.192
H -3.00 2.23 -4.78  0.445
H -4.68 1.24 -6.68  0.443
H -3.19 1.00 -8.94  0.380
H -0.69 1.86 -8.28  0.395
N -8.01 0.16 5.25  0.023
C -8.62 -0.08 6.45  -0.507
C -8.21 0.89 7.34  -0.384
C -7.32 1.75 6.65  -0.448
C -7.21 1.27 5.36  -0.503
H -8.12 -0.40 4.41  0.224
H -9.30 -0.91 6.57  0.370
H -8.52 0.97 8.37  0.380
H -6.81 2.61 7.05  0.400
H -6.64 1.63 4.51  0.452
N 4.26 1.73 5.80  0.107
C 3.64 1.49 7.00  -0.492
C 4.05 2.46 7.89  -0.417
C 4.95 3.31 7.20  -0.608
C 5.05 2.84 5.91  -0.273
H 4.15 1.17 4.97  0.218
H 2.97 0.65 7.12  0.369
H 3.74 2.54 8.93  0.382
H 5.45 4.18 7.60  0.374
H 5.62 3.20 5.07  0.362
N 6.87 -5.51 2.37  0.012
C 6.82 -6.52 1.45  -0.484
C 6.75 -7.72 2.14  -0.395
C 6.75 -7.41 3.52  -0.446
C 6.83 -6.04 3.64  -0.368
H 6.93 -4.52 2.15  0.207
H 6.84 -6.31 0.39  0.365
H 6.70 -8.70 1.69  0.378
H 6.71 -8.11 4.34  0.385
H 6.85 -5.40 4.51  0.362

* net charge: 0
* 2S+1: 2
* LUMO: -0.025 hartree
* highest occupied orbital energy: -8.1 eV
* E: -79429.892 eV
* frontier orbital gap: 7.38 eV

=====

No. 2
Here is 12 unconnected molecules or ions with the total composition C56H100N12 from the OMol25 dataset. Energies are from ωB97M-V/def2-TZVPD.

Each line ends with the Mulliken charge.
Positions of all 168 atoms, in Å:
N 5.66 23.84 13.11  0.130
C 6.91 23.93 13.60  -0.518
C 6.89 25.00 14.56  -0.498
C 5.62 25.58 14.51  -0.456
C 4.82 24.75 13.64  -0.438
H 5.48 23.27 12.29  0.152
H 7.71 23.27 13.32  0.452
H 7.65 25.31 15.25  0.379
H 5.24 26.39 15.11  0.373
H 3.77 24.64 13.42  0.418
N 9.00 25.64 8.82  -0.027
C 10.19 24.96 8.89  -0.586
C 10.77 25.05 7.56  -0.371
C 9.81 25.62 6.73  -0.217
C 8.71 25.80 7.46  -0.618
H 8.39 25.78 9.61  0.209
H 10.60 24.55 9.80  0.447
H 11.80 24.85 7.31  0.376
H 9.93 25.85 5.68  0.395
H 7.86 26.39 7.15  0.392
N 11.94 19.88 12.55  0.025
C 12.12 20.36 13.80  -0.324
C 12.84 21.55 13.69  -0.439
C 13.29 21.60 12.35  -0.445
C 12.66 20.60 11.68  -0.572
H 11.43 19.03 12.40  0.195
H 11.66 19.86 14.65  0.377
H 13.02 22.18 14.55  0.388
H 13.94 22.36 11.95  0.388
H 12.67 20.35 10.63  0.408
N 12.89 17.48 3.76  -0.001
C 11.82 18.06 4.38  -0.526
C 11.72 17.75 5.70  -0.325
C 12.91 17.15 6.00  -0.315
C 13.56 16.93 4.80  -0.519
H 13.19 17.45 2.80  0.203
H 11.04 18.44 3.72  0.345
H 10.93 18.03 6.39  0.424
H 13.28 16.94 6.99  0.368
H 14.51 16.42 4.74  0.347
N 6.32 24.22 1.70  -0.024
C 5.93 23.07 2.30  -0.407
C 4.65 22.73 1.84  -0.473
C 4.25 23.77 0.95  -0.438
C 5.26 24.66 0.91  -0.410
H 7.22 24.66 1.59  0.227
H 6.64 22.61 2.97  0.408
H 4.17 21.83 2.20  0.389
H 3.37 23.91 0.33  0.377
H 5.36 25.54 0.29  0.352
N 8.64 15.13 15.54  -0.019
C 9.39 15.37 14.40  -0.699
C 8.31 15.56 13.43  -0.328
C 7.07 15.50 14.04  -0.337
C 7.27 15.23 15.38  -0.361
H 8.96 15.03 16.50  0.204
H 10.45 15.22 14.28  0.366
H 8.32 15.71 12.36  0.384
H 6.08 15.54 13.61  0.435
H 6.53 15.03 16.14  0.358
N -0.05 12.31 14.93  -0.018
C -0.76 13.25 14.31  -0.423
C 0.09 14.29 13.93  -0.578
C 1.36 13.93 14.42  -0.397
C 1.26 12.69 15.04  -0.376
H -0.45 11.53 15.43  0.216
H -1.83 13.16 14.21  0.372
H -0.18 15.23 13.49  0.393
H 2.26 14.50 14.58  0.450
H 1.97 12.11 15.62  0.365
N -1.62 22.48 16.72  0.010
C -1.18 23.78 16.57  -0.552
C 0.04 23.79 15.96  -0.210
C 0.50 22.45 15.95  -0.405
C -0.56 21.69 16.37  -0.589
H -2.46 22.04 17.07  0.210
H -1.78 24.61 16.90  0.359
H 0.55 24.69 15.64  0.417
H 1.50 22.19 15.63  0.414
H -0.60 20.62 16.50  0.344
C 6.82 20.88 9.17  -1.104
C 5.50 20.10 8.89  -0.560
N 4.43 21.10 9.08  0.503
C 4.29 21.82 7.81  -0.507
C 3.70 23.17 8.05  -1.411
C 3.22 20.36 9.44  -0.518
C 3.20 19.63 10.81  -1.356
H 6.78 21.16 10.23  0.182
H 6.86 21.77 8.55  0.286
H 7.75 20.33 9.11  0.412
H 5.54 19.69 7.88  0.314
H 5.44 19.29 9.61  0.319
H 5.27 21.96 7.35  0.421
H 3.63 21.30 7.12  0.297
H 4.22 23.64 8.88  0.260
H 3.81 23.74 7.12  0.410
H 2.63 23.27 8.24  0.358
H 2.88 19.58 8.76  0.346
H 2.50 21.18 9.56  0.321
H 2.21 19.23 11.00  0.423
H 3.60 20.22 11.64  0.265
H 3.71 18.67 10.82  0.340
C 3.50 15.21 5.52  -1.427
C 2.32 14.54 6.12  -0.289
N 2.60 14.19 7.51  0.263
C 1.45 13.81 8.33  -0.562
C 0.29 14.75 8.30  -1.267
C 3.79 13.42 7.64  -0.708
C 4.44 13.87 9.04  -1.077
H 3.25 16.06 4.89  0.355
H 4.23 14.65 4.94  0.375
H 4.14 15.76 6.21  0.375
H 1.44 15.17 6.08  0.317
H 2.14 13.63 5.54  0.249
H 1.17 12.80 8.03  0.346
H 1.79 13.52 9.32  0.398
H -0.55 14.39 8.89  0.400
H 0.63 15.75 8.60  0.295
H -0.04 14.92 7.28  0.319
H 4.61 13.59 6.95  0.342
H 3.47 12.38 7.52  0.370
H 5.39 13.34 9.12  0.413
H 3.79 13.72 9.91  0.284
H 4.67 14.93 9.08  0.226
C 2.68 29.85 6.65  -1.228
C 1.51 30.92 6.43  -0.506
N 0.29 30.06 6.44  0.043
C 0.22 29.01 5.43  -0.796
C 0.70 29.45 3.97  -0.994
C -0.96 30.89 6.43  -0.393
C -2.27 30.20 6.83  -1.257
H 2.96 29.40 5.69  0.284
H 2.52 28.97 7.28  0.316
H 3.58 30.36 6.98  0.403
H 1.57 31.52 7.34  0.493
H 1.73 31.47 5.51  0.276
H 0.86 28.19 5.78  0.369
H -0.79 28.61 5.37  0.422
H 0.41 28.79 3.16  0.375
H 0.35 30.45 3.70  0.279
H 1.78 29.56 3.97  0.225
H -1.17 31.27 5.43  0.200
H -0.76 31.77 7.04  0.474
H -2.10 29.15 7.10  0.391
H -3.07 30.31 6.09  0.297
H -2.65 30.68 7.72  0.328
C -3.12 31.53 14.37  -1.402
C -2.09 31.42 13.14  -0.413
N -1.10 30.32 13.36  0.002
C -0.34 30.48 14.54  -0.510
C 0.51 31.73 14.67  -1.114
C -0.28 30.17 12.05  -0.378
C 0.02 28.79 11.78  -1.339
H -3.94 32.12 13.96  0.414
H -2.86 32.12 15.25  0.286
H -3.31 30.52 14.75  0.368
H -2.85 31.09 12.44  0.430
H -1.51 32.33 12.95  0.393
H 0.35 29.64 14.46  0.229
H -0.95 30.40 15.43  0.404
H 0.85 32.24 13.77  0.295
H 1.31 31.53 15.38  0.381
H 0.01 32.50 15.26  0.290
H -0.80 30.55 11.17  0.426
H 0.60 30.81 12.08  0.236
H -0.90 28.20 11.68  0.329
H 0.75 28.64 10.99  0.378
H 0.42 28.28 12.66  0.292

* net charge: 0
* LUMO: 0.012 hartree
* highest occupied orbital energy: -7.8 eV
* E: -77565.342 eV
* SMILES: c1cc[nH]c1.c1cc[nH]c1.c1cc[nH]c1.c1cc[nH]c1.c1cc[nH]c1.c1cc[nH]c1.c1cc[nH]c1.c1cc[nH]c1.CCN(CC)CC.CCN(CC)CC.CCN(CC)CC.CCN(CC)CC
* frontier orbital gap: 8.12 eV
* ΔE to the lowest compared entry with this formula, charge and spin: 91.6 kcal per mole

=====

Which strongest force on any atom belongs to each record? In order, 5.50 4.53 eV/A.